Entry 1:
A molecular structure, C24H31F3FeN3P2STe4, computed with ωB97M-V/def2-TZVPD.

CARTESIAN COORDINATES (ANGSTROEM)
Fe 1.155 -0.547 -0.309
C 0.820 2.991 0.652
P 0.392 1.262 0.990
C -1.438 1.287 0.865
N -2.140 2.164 1.538
C -3.491 2.068 1.460
C -4.296 2.984 2.174
C -5.655 2.864 2.132
C -6.267 1.833 1.381
C -5.513 0.942 0.675
C -4.105 1.048 0.694
N -3.358 0.194 -0.052
C -2.058 0.328 0.014
P -0.975 -0.636 -1.096
C -1.819 -2.247 -1.185
C -1.244 0.167 -2.756
C -0.836 1.637 -2.641
C -0.316 -0.537 -3.752
C -2.695 0.056 -3.224
C 0.787 0.952 2.776
C -0.056 1.743 3.777
C 2.259 1.367 2.959
C 0.598 -0.560 3.001
H 0.274 3.658 1.320
H 0.568 3.220 -0.383
H 1.895 3.119 0.770
H -3.802 3.757 2.747
H -6.277 3.559 2.680
H -7.346 1.759 1.368
H -5.958 0.150 0.087
H -2.888 -2.115 -1.026
H -1.405 -2.909 -0.425
H -1.659 -2.701 -2.162
H 0.204 1.728 -2.320
H -1.478 2.184 -1.946
H -0.934 2.112 -3.620
H 0.724 -0.515 -3.419
H -0.376 -0.022 -4.714
H -0.612 -1.575 -3.921
H -3.382 0.569 -2.552
H -3.016 -0.983 -3.313
H -2.781 0.514 -4.212
H -0.002 2.817 3.596
H 0.334 1.555 4.781
H -1.103 1.446 3.759
H 2.345 2.449 3.066
H 2.903 1.054 2.138
H 2.650 0.909 3.870
H -0.402 -0.781 3.379
H 1.327 -0.939 3.719
H 0.726 -1.143 2.078
F 5.857 -2.757 0.499
C 5.562 -2.900 -0.804
F 6.326 -3.907 -1.274
F 6.006 -1.773 -1.413
C 4.109 -3.135 -1.070
C 3.727 -3.935 -2.108
C 2.384 -3.998 -2.529
C 1.511 -3.094 -1.968
N 1.822 -2.300 -0.951
C 3.075 -2.434 -0.294
S 3.403 -0.759 0.370
H 4.486 -4.493 -2.640
H 2.078 -4.628 -3.349
H 0.516 -2.968 -2.376
Te 2.836 -3.655 1.581
Te 6.372 0.472 3.433
Te 6.437 1.338 1.069
Te 3.216 0.689 -1.592

Computed properties:
Kohn-Sham gap (alpha / beta) = 5.381 / 5.148 eV
HOMO level (alpha / beta) = -6.7 / -6.7 eV
energy relative to the best compared isomer or geometry (same formula, charge and spin) = 70.41 kcal/mol
2S+1 = 6
F_max = 0.49 eV/Å
E = -4813.6816 Ha
<S²> = 8.81

Entry 2:
A molecular structure, C24H31LaN3P2 at a distorted geometry, computed with ωB97M-V/def2-TZVPD.

CARTESIAN COORDINATES (ANGSTROEM)
C -1.787 3.618 -2.672
C -1.528 2.321 -2.235
C -0.188 1.847 -2.265
C 0.860 2.660 -2.791
C 0.542 3.987 -3.197
C -0.758 4.457 -3.125
C 2.143 2.090 -2.872
C 2.338 0.709 -2.709
C 1.245 -0.065 -2.205
C 1.329 -1.492 -2.129
C 2.560 -2.086 -2.389
C 3.681 -1.326 -2.774
C 3.568 0.040 -2.966
H -2.809 3.999 -2.622
H 1.351 4.609 -3.579
H -0.989 5.480 -3.405
H 2.973 2.711 -3.209
H 2.662 -3.166 -2.267
H 4.637 -1.827 -2.916
H 4.412 0.633 -3.318
N 0.143 0.622 -1.708
La 0.534 0.483 0.698
C -2.627 1.458 -1.663
H -2.601 0.442 -2.078
H -3.605 1.917 -1.854
C 0.134 -2.328 -1.700
H -0.777 -2.024 -2.239
H 0.342 -3.390 -1.889
P -2.454 1.206 0.181
P -0.287 -2.191 0.113
C 1.076 -3.231 0.767
H 1.083 -3.223 1.867
H 0.921 -4.252 0.399
H 2.046 -2.862 0.412
C -1.733 -3.279 0.245
H -1.476 -4.295 -0.076
H -2.085 -3.307 1.283
H -2.541 -2.889 -0.386
C -2.909 2.930 0.658
H -3.879 3.255 0.252
H -2.924 2.973 1.754
H -2.115 3.596 0.299
C -4.060 0.384 0.482
H -4.197 0.298 1.566
H -4.914 0.926 0.061
H -4.038 -0.628 0.066
H 2.176 1.576 0.157
H -0.241 1.913 1.735
N -0.852 -2.194 3.757
C 0.315 -1.545 4.027
C 1.033 -1.830 5.206
C 2.235 -1.170 5.436
C 2.688 -0.236 4.492
C 1.925 0.013 3.355
N 0.761 -0.643 3.100
H -1.449 -1.951 2.971
H -1.206 -2.866 4.426
H 0.631 -2.560 5.903
H 2.826 -1.367 6.326
H 3.626 0.294 4.629
H 2.231 0.775 2.614

Computed properties:
Kohn-Sham gap = 6.100 eV
HOMO level = -10.0 eV
F_max = 3.40 eV/Å
net charge = +1
E = -1811.4680 Ha

Entry 3:
C24H31N3O2 in the gas phase, computed with ωB97M-V/def2-TZVPD.

CARTESIAN COORDINATES (ANGSTROEM)
C 4.341 -0.049 -2.824
C 4.361 -1.546 -2.724
C 5.570 -2.217 -2.861
C 5.641 -3.597 -2.804
C 4.487 -4.341 -2.630
C 3.275 -3.691 -2.502
C 3.203 -2.302 -2.526
C 1.845 -1.706 -2.354
O 0.869 -2.103 -2.964
N 1.784 -0.683 -1.466
C 0.526 -0.163 -0.985
C 0.375 1.342 -1.296
C -0.408 1.649 -2.578
C -0.649 3.154 -2.679
C 0.320 1.144 -3.819
C 0.518 -0.361 0.536
O 1.572 -0.493 1.136
N -0.671 -0.373 1.167
C -1.982 -0.162 0.602
C -2.633 1.089 1.211
N -2.678 0.944 2.647
C -3.638 1.634 3.387
C -4.418 2.655 2.842
C -5.401 3.271 3.595
C -5.627 2.895 4.906
C -4.859 1.883 5.458
C -3.883 1.256 4.711
C -1.351 0.768 3.201
C -0.717 -0.491 2.612
H 3.384 0.307 -3.195
H 4.522 0.402 -1.847
H 5.127 0.291 -3.495
H 6.472 -1.643 -3.020
H 6.596 -4.091 -2.908
H 4.531 -5.419 -2.600
H 2.360 -4.251 -2.377
H 2.551 -0.552 -0.818
H -0.260 -0.749 -1.471
H -0.126 1.829 -0.456
H 1.374 1.774 -1.370
H -1.382 1.148 -2.521
H 0.299 3.687 -2.731
H -1.201 3.520 -1.816
H -1.220 3.388 -3.574
H 0.438 0.065 -3.790
H 1.302 1.606 -3.896
H -0.245 1.396 -4.714
H -1.932 -0.056 -0.479
H -2.605 -1.031 0.845
H -3.649 1.168 0.824
H -2.062 1.982 0.906
H -4.253 2.989 1.830
H -5.989 4.061 3.150
H -6.393 3.382 5.491
H -5.029 1.571 6.478
H -3.315 0.451 5.153
H -1.405 0.683 4.285
H -0.713 1.634 2.954
H 0.305 -0.618 2.973
H -1.316 -1.367 2.878

Computed properties:
Kohn-Sham gap = 8.797 eV
HOMO level = -8.1 eV
energy relative to the best compared isomer or geometry (same formula, charge and spin) = 13.68 kcal/mol
SMILES = Cc1ccccc1C(=O)N[C@H](CC(C)C)C(=O)N1CCN(c2ccccc2)CC1
F_max = 0.50 eV/Å
E = -1247.9324 Ha

Entry 4:
C24H31N3O3S in the gas phase at a distorted geometry, computed with ωB97M-V/def2-TZVPD.

CARTESIAN COORDINATES (ANGSTROEM)
O -1.900 1.435 1.138
C -0.763 1.171 0.817
N 0.041 2.044 0.169
C -0.408 3.340 -0.299
C -0.472 3.379 -1.827
C -0.912 4.776 -2.288
N -0.100 5.859 -1.782
C 1.068 6.238 -2.555
C 2.221 5.260 -2.597
C 2.284 4.277 -3.578
C 3.315 3.355 -3.592
C 4.307 3.407 -2.627
C 4.268 4.395 -1.657
C 3.234 5.316 -1.646
C 0.040 5.802 -0.346
C 0.520 4.448 0.197
C -0.090 -0.170 1.113
C 0.117 -0.966 -0.181
C 0.784 -2.303 0.147
N 0.016 -3.073 1.101
S -1.288 -3.913 0.450
O -2.515 -3.167 0.496
O -0.859 -4.424 -0.819
C -1.390 -5.262 1.623
C -2.510 -5.408 2.417
C -2.565 -6.458 3.321
C -1.502 -7.342 3.416
C -0.384 -7.186 2.610
C -0.326 -6.138 1.706
C -0.295 -2.357 2.321
C -0.950 -1.001 2.064
H 0.972 1.765 -0.096
H -1.411 3.477 0.117
H -1.183 2.635 -2.187
H 0.514 3.142 -2.233
H -0.924 4.826 -3.378
H -1.935 4.948 -1.930
H 0.721 6.424 -3.576
H 1.421 7.189 -2.142
H 1.519 4.237 -4.341
H 3.348 2.596 -4.360
H 5.113 2.688 -2.637
H 5.046 4.452 -0.910
H 3.215 6.090 -0.892
H 0.718 6.596 -0.028
H -0.949 6.011 0.081
H 0.523 4.473 1.288
H 1.537 4.245 -0.147
H 0.887 0.027 1.574
H -0.854 -1.163 -0.640
H 0.734 -0.415 -0.894
H 1.781 -2.139 0.572
H 0.871 -2.920 -0.748
H -3.319 -4.703 2.310
H -3.434 -6.586 3.948
H -1.546 -8.160 4.119
H 0.439 -7.881 2.686
H 0.522 -5.988 1.059
H 0.644 -2.228 2.873
H -0.956 -2.997 2.908
H -1.090 -0.471 3.007
H -1.929 -1.154 1.610

Computed properties:
Kohn-Sham gap = 8.797 eV
HOMO level = -8.2 eV
energy relative to the best compared isomer or geometry (same formula, charge and spin) = 15.94 kcal/mol
SMILES = O=C(NC1CCN(Cc2ccccc2)CC1)C1CCN(S(=O)(=O)c2ccccc2)CC1
F_max = 1.10 eV/Å
E = -1721.3291 Ha